Molecular formula: C2H4N2O3S
Method: DFT, ωB97M-V/def2-TZVPD

Geometry as XYZ:
```
12
Properties=species:S:1:pos:R:3:forces:R:3:lowdin_charge:R:1
C -0.6148 0.6850 0.3054 -0.39 3.48 0.07 -0.144
C 0.3172 1.3777 1.2370 -0.36 0.15 0.05 -0.022
N -0.9479 -0.5263 0.4888 -0.34 0.27 3.72 -0.035
N -0.7670 -1.6171 0.1062 0.05 -3.33 -0.61 0.079
O 1.3445 -2.4443 -1.1688 -0.05 0.02 0.34 -0.251
O -0.7160 -1.7988 -2.3597 0.34 0.16 -0.34 -0.268
O 0.6988 -0.0927 -1.3125 0.08 -0.04 0.12 -0.287
S 0.3123 -1.4939 -1.4115 0.05 -0.68 -2.43 0.503
H -1.2855 1.2857 -0.2987 0.58 0.14 -1.01 0.143
H -0.0270 1.2629 2.2650 -0.01 -0.09 0.12 0.098
H 0.3808 2.4342 0.9967 0.01 0.05 -0.03 0.086
H 1.3045 0.9276 1.1522 0.04 -0.12 0.00 0.098
```
Positions in Å, forces in eV/Å.

- Lowest unoccupied orbital energy (spin up / spin down): -0.94 / -3.65 eV
- E_HOMO (spin up / spin down): -7.81 / -10.87 eV
- Multiplicity: 3


Molecular formula: C6H14N2O2
Method: DFT, ωB97M-V/def2-TZVPD

Geometry as XYZ:
```
24
Properties=species:S:1:pos:R:3:forces:R:3:lowdin_charge:R:1
C 1.5053 -1.9495 -0.8858 1.81 -1.42 1.54 -0.124
C -2.2900 -1.7464 -0.7796 3.39 -0.64 -0.58 0.021
C -0.8828 -1.5131 -1.3034 2.41 0.57 0.24 -0.503
O -0.5271 -0.8512 -2.2616 -1.14 0.37 -0.17 0.035
N 0.1522 -2.1282 -0.5749 -3.96 0.06 0.03 -0.058
H -0.1540 -2.9342 -0.0515 0.39 0.24 0.25 0.122
H 1.9964 -1.0568 -0.3675 -0.53 -1.52 0.23 0.087
H -3.0447 -1.3557 -1.3211 -2.16 3.06 -1.38 0.046
H 1.8987 -3.0421 -0.6326 0.41 2.73 -0.73 0.130
H 1.6243 -1.6337 -1.8879 0.09 -0.49 -1.44 0.053
H -2.4787 -2.6748 -1.2087 -0.16 -2.95 0.53 0.068
H -2.2886 -1.6353 0.2625 -0.51 -0.20 1.32 0.075
C 1.7467 1.2655 2.4282 -0.22 -4.86 -0.04 -0.002
C -0.9568 2.7323 0.1502 -0.20 -4.68 -0.18 -0.077
C 0.7161 1.2982 1.3098 -0.72 0.78 -0.70 -0.512
O 0.2094 0.3348 0.7541 0.47 0.35 1.01 0.024
N 0.2880 2.5833 0.9572 -1.21 -0.87 -0.91 -0.009
H 1.8892 2.2148 2.7589 0.95 2.67 1.03 0.017
H 0.8535 3.3930 1.0500 0.54 0.33 0.44 0.108
H -1.4927 3.6224 0.4001 -0.30 0.34 0.20 0.055
H 1.3853 0.6117 3.3467 0.38 1.32 -2.02 0.130
H 2.6870 0.7172 2.0760 -1.17 1.06 0.42 0.105
H -0.9376 2.5135 -0.9596 0.85 0.94 0.96 0.089
H -1.5086 1.6833 0.4028 0.59 2.81 -0.06 0.121
```
Positions in Å, forces in eV/Å.

- Lowest unoccupied orbital energy: 0.86 eV
- Structure (SMILES): CNC(C)=O.CNC(C)=O
- E_HOMO: -8.71 eV
- Multiplicity: 1


Calculated energy relative to the best compared isomer or geometry (same formula, charge and spin) (eV), listed in the same order as above: 2.105, 2.833
Calculated DFT total energy (Eh), listed in the same order as above: -811.8149, -496.9534
Calculated molecular weight (g mol⁻¹), listed in the same order as above: 136.1, 146.2